[1]
A molecular structure, C36H18Cl3F5N4O5SSeY. Source: the Open Molecules 2025 dataset; level of theory: ωB97M-V/def2-TZVPD.

Values from the calculation:
* relative energy (zero: lowest compared OMol25 entry of this formula, charge and spin): 27.7 kcal/mol
* E_HOMO: -4.660 eV
* total charge: -1

XYZ file:
```
74
C36H18Cl3F5N4O5SSeY, DFT ωB97M-V/def2-TZVPD
Y -0.019 0.705 0.527
C -3.830 0.504 -2.432
C -4.530 -0.621 -2.029
C -4.113 -1.300 -0.902
C -2.991 -0.861 -0.195
N -2.284 0.197 -0.632
C -2.716 0.869 -1.700
C -2.548 -1.473 1.083
C -3.317 -2.464 1.703
C -2.945 -2.971 2.934
C -1.802 -2.483 3.556
C -1.038 -1.515 2.922
C -1.368 -0.979 1.669
H -4.127 1.089 -3.290
H -5.399 -0.960 -2.580
H -4.659 -2.168 -0.565
H -2.135 1.734 -1.984
H -4.224 -2.841 1.247
H -3.549 -3.732 3.413
H -1.511 -2.862 4.529
H -0.137 -1.169 3.425
O 3.551 2.364 1.985
C 2.650 1.551 1.871
O 1.389 1.762 1.860
C 3.017 0.070 1.736
C 4.342 -0.337 1.988
C 4.643 -1.661 1.934
C 3.623 -2.596 1.646
C 3.855 -3.988 1.622
C 2.833 -4.856 1.363
C 1.539 -4.364 1.106
C 1.287 -3.022 1.108
C 2.323 -2.102 1.379
N 2.051 -0.761 1.412
H 5.065 0.433 2.214
H 5.649 -2.019 2.122
H 4.857 -4.351 1.821
H 3.014 -5.923 1.352
H 0.735 -5.057 0.893
H 0.297 -2.643 0.905
O -0.299 1.588 -2.981
C 0.435 0.610 -2.922
N 0.771 -0.057 -1.794
S 1.770 -1.315 -2.093
O 3.074 -1.089 -1.529
O 1.132 -2.565 -1.788
C 1.835 -1.078 -3.854
C 2.512 -1.791 -4.822
C 2.378 -1.362 -6.136
C 1.585 -0.259 -6.451
C 0.910 0.441 -5.461
C 1.052 0.014 -4.153
H 3.121 -2.647 -4.563
H 2.892 -1.888 -6.929
H 1.498 0.050 -7.486
H 0.289 1.300 -5.682
F -3.657 4.199 6.124
C -3.174 4.000 4.888
C -2.393 2.896 4.609
F -2.119 2.017 5.584
C -1.906 2.701 3.329
F -1.168 1.596 3.124
C -2.162 3.576 2.280
Se -1.511 3.354 0.519
C -2.952 4.680 2.604
F -3.257 5.582 1.660
C -3.453 4.897 3.873
F -4.215 5.971 4.133
Cl -0.006 4.992 -3.286
C 1.620 4.492 -2.799
Cl 2.483 3.758 -4.166
Cl 2.527 5.900 -2.213
C 1.515 3.508 -1.728
N 1.394 2.727 -0.904
```

[2]
A molecular structure, CHF2NO3 at a distorted geometry. Source: the Open Molecules 2025 dataset; level of theory: ωB97M-V/def2-TZVPD.

Values from the calculation:
* relative energy (zero: lowest compared OMol25 entry of this formula, charge and spin): 67.8 kcal/mol
* E_HOMO: -12.311 eV
* total charge: 0

XYZ file:
```
8
CHF2NO3, DFT ωB97M-V/def2-TZVPD
C -2.137 1.186 0.267
N -0.728 0.818 0.561
O -0.260 -0.213 -0.229
O 0.037 1.723 0.767
O -2.700 1.928 0.949
F -0.832 -0.208 1.865
F -2.591 0.511 -0.726
H 0.648 -0.164 0.079
```

[3]
12 unconnected molecules or ions with the total composition C29H82O22S12 at a distorted geometry. Source: the Open Molecules 2025 dataset; level of theory: ωB97M-V/def2-TZVPD.

Values from the calculation:
* relative energy (zero: lowest compared OMol25 entry of this formula, charge and spin): 13.9 kcal/mol
* E_HOMO: -8.093 eV
* total charge: 0

XYZ file:
```
145
C29H82O22S12, DFT ωB97M-V/def2-TZVPD
O -0.048 0.487 -5.265
S -0.816 1.590 -4.753
O -2.198 1.430 -4.385
O -0.048 2.149 -3.426
C -0.599 3.331 -2.785
C 0.367 3.858 -1.751
C -0.668 2.965 -5.865
H -1.589 3.104 -2.390
H -0.768 4.063 -3.579
H -0.183 4.484 -1.050
H 1.125 4.487 -2.220
H 0.867 3.038 -1.235
H -1.472 3.682 -5.734
H -0.658 2.553 -6.873
H 0.294 3.451 -5.714
O 3.386 3.047 5.551
S 3.750 4.071 4.616
O 5.145 4.156 4.277
O 2.903 4.051 3.238
C 1.489 3.822 3.361
C 1.052 3.536 1.927
C 3.245 5.758 5.167
H 0.977 4.679 3.803
H 1.298 2.984 4.033
H 1.154 4.417 1.291
H 0.044 3.174 1.730
H 1.641 2.738 1.467
H 3.327 6.425 4.316
H 4.011 5.938 5.922
H 2.286 5.843 5.671
O -7.448 -0.059 2.527
S -7.661 0.021 1.110
O -7.348 1.230 0.347
O -7.000 -1.266 0.369
C -5.841 -1.049 -0.453
C -5.550 -2.419 -1.077
C -9.379 -0.392 0.773
H -4.991 -0.823 0.198
H -5.981 -0.255 -1.183
H -6.454 -2.669 -1.645
H -5.490 -3.192 -0.313
H -4.714 -2.431 -1.770
H -9.688 -1.223 1.403
H -9.493 -0.686 -0.267
H -9.994 0.479 0.985
O -2.909 -2.277 -3.103
S -1.676 -3.010 -2.944
O -0.747 -2.583 -1.918
O -1.991 -4.604 -2.770
C -2.860 -5.130 -3.788
C -2.532 -6.620 -3.899
C -0.688 -3.047 -4.455
H -2.735 -4.678 -4.773
H -3.902 -4.950 -3.521
H -2.995 -7.244 -3.132
H -1.467 -6.803 -3.771
H -2.920 -6.984 -4.851
H -1.317 -3.011 -5.340
H -0.052 -3.921 -4.350
H -0.085 -2.142 -4.487
O 6.457 -2.644 -2.711
S 5.657 -1.502 -2.421
O 5.807 -0.309 -3.207
O 4.089 -1.961 -2.449
C 3.132 -0.875 -2.415
C 2.199 -1.018 -3.604
C 5.877 -1.117 -0.697
H 3.618 0.091 -2.488
H 2.562 -1.003 -1.496
H 1.849 -2.032 -3.791
H 2.726 -0.727 -4.516
H 1.377 -0.313 -3.484
H 6.916 -1.268 -0.430
H 5.326 -1.938 -0.233
H 5.394 -0.190 -0.418
C 3.283 -4.898 1.869
S 1.739 -4.041 1.638
O 1.666 -3.114 2.833
C 2.306 -3.012 0.262
H 3.550 -5.284 0.878
H 3.194 -5.715 2.578
H 4.122 -4.237 2.086
H 2.371 -3.594 -0.659
H 3.296 -2.591 0.433
H 1.576 -2.211 0.161
C -5.582 4.677 -0.248
S -4.294 3.421 -0.186
O -3.176 4.003 -0.993
C -3.911 3.609 1.576
H -5.162 5.622 0.100
H -6.481 4.429 0.313
H -5.811 4.792 -1.307
H -3.623 4.617 1.868
H -3.209 2.826 1.858
H -4.849 3.379 2.091
C -3.075 -2.133 0.611
S -3.621 -3.750 1.211
O -4.834 -4.105 0.401
C -2.252 -4.762 0.563
H -3.831 -1.401 0.899
H -3.118 -2.059 -0.480
H -2.088 -1.894 0.999
H -2.513 -5.793 0.813
H -1.288 -4.505 0.997
H -2.230 -4.787 -0.528
C -2.376 0.419 -0.864
S -1.346 0.964 0.525
O -1.797 0.243 1.777
C 0.227 0.240 -0.037
H -2.096 0.899 -1.805
H -3.384 0.776 -0.654
H -2.391 -0.653 -1.052
H 0.078 -0.763 -0.444
H 0.962 0.129 0.766
H 0.768 0.862 -0.752
C 4.581 2.954 -2.398
S 3.817 2.919 -0.723
O 3.245 1.536 -0.452
C 5.386 2.879 0.244
H 4.955 1.975 -2.700
H 5.386 3.689 -2.369
H 3.905 3.272 -3.194
H 5.194 3.120 1.291
H 6.221 3.419 -0.194
H 5.709 1.838 0.335
C 1.941 -1.302 5.375
S 0.153 -1.474 5.647
O -0.380 -0.201 6.276
C -0.226 -1.353 3.864
H 2.284 -0.291 5.161
H 2.155 -2.027 4.591
H 2.407 -1.582 6.321
H -1.262 -1.404 3.519
H 0.252 -2.155 3.296
H 0.036 -0.368 3.471
C 3.589 0.100 2.637
S 5.179 -0.640 3.073
O 6.086 -0.272 1.915
C 5.558 0.587 4.350
H 3.806 0.860 1.889
H 3.157 0.615 3.501
H 2.824 -0.611 2.328
H 6.601 0.593 4.661
H 4.970 0.356 5.242
H 5.277 1.596 4.055
```

[4]
A molecular structure, C4HHoLiO4 at a distorted geometry. Source: the Open Molecules 2025 dataset; level of theory: ωB97M-V/def2-TZVPD.

Values from the calculation:
* ⟨S²⟩: 8.7531
* relative energy (zero: lowest compared OMol25 entry of this formula, charge and spin): 0.0 kcal/mol
* 2S+1: 6
* E_HOMO (alpha / beta): -16.132 / -17.355 eV
* total charge: +2

XYZ file:
```
11
C4HHoLiO4, DFT ωB97M-V/def2-TZVPD
O 1.481 -0.292 0.556
C 1.121 -1.093 -0.157
C 4.795 0.450 2.059
C 4.725 0.523 0.850
H 4.714 0.784 -0.195
Li 2.375 1.091 1.875
O 4.885 -0.462 3.033
C 3.750 -0.606 3.789
O 3.848 -1.230 4.847
O 2.786 0.153 3.501
Ho 1.709 -0.752 5.929
```

[5]
4 unconnected molecules or ions with the total composition C26H44B3N7O4 at a distorted geometry. Source: the Open Molecules 2025 dataset; level of theory: ωB97M-V/def2-TZVPD.

Values from the calculation:
* SMILES: [H]/N=C(/N)NCCCCB1OBOB(CCC(=O)Nc2ccccc2)O1.CCCC#N.CCCC#N.CCCC#N
* E_HOMO: -8.780 eV
* total charge: 0

XYZ file:
```
84
C26H44B3N7O4, DFT ωB97M-V/def2-TZVPD
N 8.846 -5.131 0.551
C 8.382 -4.168 -0.239
N 8.697 -4.305 -1.684
N 7.633 -2.993 0.256
C 6.149 -3.135 -0.035
C 5.437 -1.881 0.729
C 4.163 -1.306 -0.112
C 2.973 -0.815 0.867
B 1.575 -1.635 0.661
O 1.168 -2.499 1.779
B -0.268 -2.252 1.897
O -1.061 -2.594 0.734
B -0.627 -1.671 -0.294
C -1.748 -0.878 -1.193
C -3.073 -1.830 -1.255
C -4.075 -1.553 -0.046
O -4.254 -0.333 0.281
N -4.848 -2.554 0.697
C -4.316 -3.927 0.560
C -4.728 -4.691 -0.749
C -4.248 -6.153 -1.059
C -3.337 -6.797 0.052
C -2.918 -6.048 1.348
C -3.414 -4.591 1.652
O 0.786 -1.485 -0.550
H 8.561 -4.885 1.520
H 8.602 -3.396 -2.161
H 8.061 -5.014 -2.090
H 7.702 -2.910 1.283
H 5.756 -4.082 0.485
H 5.920 -3.151 -1.152
H 6.225 -1.050 0.801
H 5.155 -2.189 1.796
H 4.554 -0.367 -0.649
H 3.812 -2.059 -0.920
H 3.363 -0.958 1.948
H 2.785 0.325 0.774
H -0.779 -1.764 2.844
H -1.978 0.169 -0.801
H -1.274 -0.748 -2.243
H -3.647 -1.610 -2.230
H -2.683 -2.898 -1.329
H -4.798 -2.301 1.706
H -5.376 -4.186 -1.536
H -4.535 -6.715 -2.013
H -2.976 -7.854 -0.155
H -2.230 -6.511 2.145
H -3.124 -4.007 2.590
C 3.614 3.408 -1.517
C 5.009 3.805 -1.989
C 5.851 2.607 -2.432
C 6.030 1.656 -1.284
N 6.172 0.909 -0.378
H 3.655 2.760 -0.637
H 3.040 4.295 -1.239
H 3.067 2.883 -2.306
H 5.519 4.338 -1.180
H 4.915 4.504 -2.826
H 6.834 2.943 -2.774
H 5.366 2.081 -3.260
C -4.269 3.379 -0.769
C -4.212 3.951 -2.180
C -2.934 3.565 -2.928
C -1.731 4.087 -2.194
N -0.786 4.498 -1.616
H -3.458 3.763 -0.145
H -5.209 3.655 -0.286
H -4.204 2.286 -0.786
H -4.294 5.042 -2.124
H -5.078 3.593 -2.745
H -2.946 3.987 -3.936
H -2.854 2.478 -3.016
C -4.901 5.653 4.407
C -6.193 5.130 3.788
C -5.992 4.562 2.381
C -5.469 5.633 1.467
N -5.058 6.478 0.749
H -4.485 6.484 3.831
H -5.087 6.021 5.419
H -4.146 4.863 4.465
H -6.926 5.942 3.758
H -6.605 4.348 4.432
H -6.940 4.189 1.987
H -5.282 3.730 2.400
```

[6]
CH4N2OS in the gas phase at a distorted geometry. Source: the Open Molecules 2025 dataset; level of theory: ωB97M-V/def2-TZVPD.

Values from the calculation:
* relative energy (zero: lowest compared OMol25 entry of this formula, charge and spin): 10.4 kcal/mol
* SMILES: NC(=O)NS
* E_HOMO: -9.744 eV
* total charge: 0

XYZ file:
```
9
CH4N2OS, DFT ωB97M-V/def2-TZVPD
C -0.952 0.177 0.234
H -0.365 -1.526 1.322
H -1.685 -0.588 1.868
H 0.074 1.039 -1.457
H 2.216 0.478 0.360
N -0.745 -0.499 1.477
N 0.109 0.369 -0.678
O -1.996 0.722 -0.077
S 1.619 -0.333 -0.530
```